# 1
DFT (wB97M-V/def2-TZVPD) results for 3 unconnected molecules or ions with the total composition C5H10N2O9 in a non-equilibrium geometry.

Its molecular weight is 242.14 g mol⁻¹. Its energy above the lowest of the compared OMol25 structures with the same formula, charge and spin is 10.4 kJ/mol. For the calculated total energy, the calculation gives -26741.852 eV. The calculation puts the HOMO energy (spin up / spin down) at -9.0296 / -9.9234 eV.

CARTESIAN COORDINATES (ANGSTROEM)
N: -0.910 2.861 3.417
O: -1.512 3.493 4.194
H: 0.146 -3.154 3.996
O: 0.639 -3.056 3.159
O: -0.107 -1.914 2.578
C: 0.544 -1.689 1.343
C: -0.116 -0.508 0.663
C: 0.333 -0.209 -0.767
C: -0.090 -1.273 -1.754
C: -0.184 1.277 -1.034
O: 0.582 2.139 -1.398
N: -0.465 1.301 -3.848
O: 0.050 2.029 -4.696
O: -1.633 1.320 -3.452
O: 1.773 -0.199 -0.800
O: 0.269 0.615 1.463
O: -0.473 1.768 0.976
H: 1.612 -1.449 1.463
H: 0.430 -2.586 0.714
H: -1.210 -0.611 0.676
H: -1.166 -1.456 -1.731
H: 0.178 -0.967 -2.766
H: 0.453 -2.191 -1.517
H: -1.291 1.257 -0.992
H: 0.105 2.522 1.257
H: 2.041 0.681 -1.142

Cartesian forces, eV/Å:
N -1.41 1.61 2.15
O 1.40 -1.51 -1.90
H 0.19 0.12 -0.42
O -0.74 0.76 -0.13
O 0.58 -0.65 0.40
C 0.30 -0.15 -0.52
C -0.32 0.71 0.23
C 1.63 0.78 0.37
C -0.53 0.21 -0.24
C 0.18 -2.06 -0.55
O -0.40 -0.14 -0.29
N -2.32 2.99 -2.09
O -0.79 -2.33 2.40
O 3.00 -0.60 -0.74
O -0.48 0.65 -0.14
O -0.14 0.37 0.60
O 0.43 -0.19 1.01
H -0.30 -0.23 0.16
H 0.14 0.24 0.09
H 0.03 0.00 0.12
H -0.04 -0.09 0.01
H 0.05 -0.08 0.06
H -0.15 0.13 -0.06
H 0.28 0.81 -0.50
H -0.38 -0.94 -0.30
H -0.25 -0.42 0.28



# 2
DFT (wB97M-V/def2-TZVPD) results for a single C5H10N2OS molecule in a non-equilibrium geometry.

Its molecular weight is 146.22 g mol⁻¹. Its energy above the lowest of the compared OMol25 structures with the same formula, charge and spin is 143.1 kJ/mol. For the calculated total energy, the calculation gives -21207.334 eV. The calculation puts the HOMO energy (spin up / spin down) at -7.9711 / -7.9709 eV.

CARTESIAN COORDINATES (ANGSTROEM)
C: 0.027 -0.638 0.215
C: -2.256 0.421 0.202
C: -3.706 0.286 0.313
C: 2.933 0.006 -1.314
C: 2.414 -0.086 0.244
N: -1.395 -0.363 0.734
N: 0.958 0.232 0.288
O: 2.970 0.963 0.995
S: -0.100 -2.222 -0.381
H: -1.941 1.087 -0.588
H: -4.266 0.241 -0.525
H: -4.016 1.114 1.048
H: -3.985 -0.687 0.726
H: 2.752 0.999 -1.539
H: 4.020 -0.244 -1.515
H: 2.331 -0.728 -1.931
H: 2.610 -1.019 0.855
H: -1.639 -1.049 1.413
H: 2.288 1.688 0.760

Cartesian forces, eV/Å:
C 1.38 -0.68 -0.55
C 0.38 -0.94 -1.40
C 0.47 0.18 5.09
C -0.04 -3.66 1.78
C -0.24 -0.47 -1.19
N 0.75 2.10 -0.81
N -1.31 -0.53 0.65
O -1.31 1.81 -0.79
S 0.26 0.01 0.25
H 0.72 0.20 0.16
H -1.27 0.96 -3.22
H -0.17 -1.14 -1.22
H 0.30 0.10 0.74
H -0.42 1.92 -0.89
H -1.19 0.34 0.79
H 0.48 1.05 0.61
H -0.14 0.64 -1.29
H -0.47 -0.67 0.35
H 1.82 -1.22 0.94